19
Properties=species:S:1:pos:R:3 method="wB97M-V/def2-TZVPD" fmax_ha_per_bohr=0.07545 gap_ha=0.406 lumo_ev=-4.16 total_energy_ha=-385.3324 total_charge=+1 e_above_lowest_kj_mol=118.1 e_homo_ev=-15.21
C -1.3947 0.6362 -0.7324
C 2.0704 -0.8348 -0.5156
C 0.0778 1.7720 0.5452
C 0.7640 0.0069 0.1996
C -2.7311 0.3991 -1.3054
C 0.6113 -0.6891 1.5330
O -0.4623 -0.2380 -0.6872
O -1.2213 1.7327 -0.0246
H 2.6011 -0.1086 -1.2709
H 2.7421 -1.1153 0.3761
H 0.0018 1.8721 1.7132
H 0.6868 2.4689 -0.0165
H 1.7526 -1.7508 -1.0728
H -3.2612 -0.2458 -0.6397
H -2.7443 0.0167 -2.2950
H -3.2673 1.4370 -1.2826
H -0.3843 -0.3116 2.0996
H 1.5030 -0.6708 2.2562
H 0.2440 -1.7286 1.3683

21
Properties=species:S:1:pos:R:3 method="wB97M-V/def2-TZVPD" fmax_ha_per_bohr=0.07552 gap_ha="0.244 / 0.275" lumo_ev="-0.83 / -0.70" total_energy_ha=-1125.0537 total_charge=0 e_above_lowest_kj_mol=417.9 e_homo_ev="-7.46 / -8.20"
C 2.6604 -0.1026 -0.3082
C 3.0662 -1.4055 0.4137
C -1.8547 -0.2911 0.2512
C -1.4804 0.5220 1.5745
C -0.7702 -1.1116 -0.3488
C 1.1277 2.1015 -1.3950
O -0.6960 1.5360 1.2469
O 0.0979 -0.2112 -1.0744
P 1.0868 0.6890 -0.2433
S 4.0733 0.0544 0.6419
H 2.4499 -1.6808 1.3676
H 3.3697 -2.2461 -0.1619
H -2.7249 -0.9197 0.5458
H -2.0558 0.4332 -0.5739
H -2.4964 0.8977 1.7046
H -1.1551 -0.3326 2.3762
H -0.2307 -1.5757 0.5002
H -1.2338 -1.8079 -1.0925
H 0.9884 3.1088 -0.9000
H 2.2035 2.2583 -1.8622
H 0.3665 1.7290 -2.1042

22
Properties=species:S:1:pos:R:3 method="wB97M-V/def2-TZVPD" fmax_ha_per_bohr=0.10294 gap_ha=0.327 lumo_ev=-3.19 total_energy_ha=-610.7986 total_charge=+1 e_above_lowest_kj_mol=820.9 e_homo_ev=-12.08
C 2.5970 -0.2110 -0.1073
C 1.4486 -1.3043 0.1745
C 0.0495 -0.4858 0.4141
C 0.1990 1.0234 0.1336
C 1.0711 1.2373 -1.1725
C -2.2075 1.7909 0.7546
O 2.2972 1.9407 -1.0161
O 1.3304 -2.1943 -0.8054
O -0.2527 -0.6556 1.7995
O -1.0823 1.4767 -0.2817
O 2.3073 0.5406 -1.2821
H 2.5244 0.4461 0.7409
H 3.5951 -0.5567 -0.4086
H 1.7553 -1.7144 1.1567
H -0.8354 -0.8995 -0.0887
H 0.7127 1.4221 1.0252
H -1.9996 1.3469 1.7512
H -3.1001 1.1632 0.4954
H -2.4601 2.8729 0.7920
H 1.9526 -2.9255 -0.4811
H -0.3861 -1.6202 1.9782
H -0.8619 2.3374 -0.6810

21
Properties=species:S:1:pos:R:3 method="wB97M-V/def2-TZVPD" fmax_ha_per_bohr=0.09225 gap_ha=0.334 lumo_ev=0.79 total_energy_ha=-1448.1058 total_charge=0 e_above_lowest_kj_mol=0.0 smiles="C=CCSP(O)SCC=C" e_homo_ev=-8.30
C 2.0580 -0.4971 2.2438
C 2.1257 -1.0846 1.0523
C 1.4879 -2.4072 0.9563
S 0.4987 -2.3970 -0.6624
P -0.1039 -0.4052 -0.5745
O 0.6697 0.2203 -1.9024
S -2.0038 -0.7372 -1.3739
C -2.8329 0.9568 -0.9637
C -1.8502 1.8179 -0.2248
C -0.8456 2.4825 -0.8560
H 2.3282 0.4309 2.4776
H 1.7111 -0.9841 3.2092
H 2.5042 -0.6999 0.0394
H 0.5598 -2.5397 1.6209
H 2.0239 -3.2837 0.7224
H 1.3163 -0.3968 -2.1813
H -3.7686 0.6097 -0.4273
H -3.1338 1.5177 -1.8648
H -1.7857 1.7253 0.9614
H -0.1430 3.0655 -0.4040
H -0.8163 2.6059 -1.8483

18
Properties=species:S:1:pos:R:3 method="wB97M-V/def2-TZVPD" fmax_ha_per_bohr=0.06089 gap_ha="0.293 / 0.299" lumo_ev="-0.43 / -0.56" total_energy_ha=-576.3019 total_charge=0 e_above_lowest_kj_mol=566.5 e_homo_ev="-8.40 / -8.70"
C 2.2519 -0.5922 -0.4710
C 0.7781 -0.3220 -0.7511
C 1.1093 -0.3497 0.6347
C 1.3724 0.4756 1.8672
C -1.8589 0.5845 0.1156
C -1.6555 -0.9232 0.2917
P -0.0347 -1.7554 -0.0819
H 2.6978 -1.5506 -0.6038
H 2.7546 0.3088 -0.7484
H 0.1082 1.3861 -1.6986
H 1.9378 -0.1952 2.5863
H 0.4607 0.9700 2.2810
H 2.1516 1.2255 1.6348
H -1.1083 1.1026 -0.5568
H -2.7076 0.8947 -0.5348
H -1.9867 1.0502 1.1033
H -2.2788 -1.3657 -0.4521
H -2.1804 -1.3005 1.2733

18
Properties=species:S:1:pos:R:3 method="wB97M-V/def2-TZVPD" fmax_ha_per_bohr=0.01010 gap_ha=0.406 lumo_ev=1.25 total_energy_ha=-235.7789 total_charge=0 e_above_lowest_kj_mol=103.3 smiles=CC[C@H]1C[C@H]1C e_homo_ev=-9.81
C 1.7287 1.0130 -0.5838
C 1.3502 -0.2379 0.2075
C 0.1555 -0.8881 -0.4307
C -0.9332 -1.6021 0.3084
C -1.2020 -0.2535 -0.3280
C -1.5111 0.9097 0.5995
H 1.8970 0.7483 -1.6348
H 0.9157 1.7476 -0.5776
H 2.6334 1.4839 -0.1875
H 1.1242 -0.0007 1.2535
H 2.1950 -0.9342 0.2245
H 0.3608 -1.3105 -1.4159
H -0.8769 -1.5929 1.3953
H -1.2850 -2.5501 -0.0886
H -1.7084 -0.1706 -1.2880
H -2.5668 0.8483 0.8816
H -1.3548 1.8938 0.1393
H -0.9224 0.8959 1.5252

18
Properties=species:S:1:pos:R:3 method="wB97M-V/def2-TZVPD" fmax_ha_per_bohr=0.05122 gap_ha=0.384 lumo_ev=1.25 total_energy_ha=-235.7614 total_charge=0 e_above_lowest_kj_mol=149.2 smiles="CC/C=C/CC" e_homo_ev=-9.21
C 2.8815 0.6993 -0.1205
C 1.9231 -0.4552 0.2626
C 0.5155 -0.3539 -0.2506
C -0.6522 -0.5347 0.3270
C -1.9852 -0.4588 -0.3278
C -2.7348 0.8030 0.1414
H 2.7073 1.7427 0.3973
H 3.9720 0.4144 0.1352
H 2.7464 0.8401 -1.2497
H 2.3965 -1.3684 -0.2128
H 1.9165 -0.4871 1.3903
H 0.4430 -0.1900 -1.3655
H -0.6935 -0.6018 1.4403
H -1.7786 -0.4670 -1.3739
H -2.4492 -1.4514 -0.1208
H -3.7563 0.7620 -0.4012
H -2.2495 1.7865 -0.0217
H -2.9422 0.8221 1.1902

18
Properties=species:S:1:pos:R:3 method="wB97M-V/def2-TZVPD" fmax_ha_per_bohr=0.12374 gap_ha=0.371 lumo_ev=1.08 total_energy_ha=-235.6850 total_charge=0 e_above_lowest_kj_mol=349.7 e_homo_ev=-9.03
C -1.3814 0.8005 1.9467
C -0.1851 0.4782 1.0152
C -0.2060 0.1711 -0.2559
C -1.4627 -0.1153 -1.1008
C 1.0735 -0.0289 -0.9942
C 2.1617 -0.9055 -0.3882
H -1.7497 1.7340 1.9750
H -1.2589 0.1937 2.6878
H -2.0836 0.2631 1.5311
H 0.8883 0.6021 1.5636
H -1.5960 0.7069 -2.0754
H -1.3562 -1.1409 -1.5805
H -2.3084 -0.0277 -0.3792
H 1.4967 1.0303 -1.4191
H 0.8728 -0.3356 -1.9790
H 3.0342 -1.0814 -0.9550
H 1.6144 -1.9677 -0.2074
H 2.4464 -0.3770 0.6152

18
Properties=species:S:1:pos:R:3 method="wB97M-V/def2-TZVPD" fmax_ha_per_bohr=0.06871 gap_ha=0.318 lumo_ev=0.40 total_energy_ha=-235.5731 total_charge=0 e_above_lowest_kj_mol=643.5 e_homo_ev=-8.25
C -0.1221 1.5497 -0.0426
C -1.1626 0.8838 -0.6882
C 1.2049 1.8340 -0.6640
H -0.3334 2.0749 0.8839
H 0.3691 0.0518 0.8991
H -2.1747 1.1984 -0.4492
H -1.2547 -0.4931 -0.2533
H -1.0511 0.7400 -1.7607
H 1.3396 1.2758 -1.5891
H 2.0237 1.5701 0.0123
H 1.3099 2.9020 -0.8823
C -1.2067 -1.9101 0.0758
C 0.7737 -0.9599 1.1190
C 1.7211 -1.6332 1.4576
H -2.2496 -2.0114 -0.2146
H -1.1011 -2.4502 1.0064
H -0.5857 -2.3525 -0.6962
H 2.4998 -2.2699 1.7863

18
Properties=species:S:1:pos:R:3 method="wB97M-V/def2-TZVPD" fmax_ha_per_bohr=0.07051 gap_ha=0.363 lumo_ev=1.26 total_energy_ha=-235.6865 total_charge=0 e_above_lowest_kj_mol=345.7 smiles=CC(C)C1CC1 e_homo_ev=-8.60
C -1.5955 0.9652 0.4612
C -0.8717 -0.1244 -0.3040
C -1.5579 -1.4678 -0.1196
C 0.9114 -0.1532 0.2126
C 2.1903 -0.1778 -0.6635
C 1.8146 1.0596 0.0950
H -1.0876 1.9259 0.3897
H -2.6396 1.1229 0.1403
H -1.6543 0.6741 1.5244
H -0.1112 0.0196 -1.0434
H -1.0497 -2.2759 -0.6463
H -1.6059 -1.7146 0.9542
H -2.6073 -1.4716 -0.4670
H 0.9631 -0.7493 1.1036
H 3.0569 -0.7489 -0.3104
H 2.1461 -0.1345 -1.7540
H 1.4792 1.9072 -0.5070
H 2.4189 1.3559 0.9516

18
Properties=species:S:1:pos:R:3 method="wB97M-V/def2-TZVPD" multiplicity=2 fmax_ha_per_bohr=0.08578 gap_ha="0.379 / 0.319" lumo_ev="-5.18 / -6.92" total_energy_ha=-235.3133 total_charge=+1 e_above_lowest_kj_mol=439.0 e_homo_ev="-15.50 / -15.60"
C -1.3442 1.4245 -0.4698
C -1.1162 0.6427 0.8439
C -0.5555 -0.7857 0.5714
C 0.8312 -0.6400 0.0829
C 1.4325 -0.5065 1.3601
C 1.1321 -0.6156 -1.3905
H -1.7136 2.4882 -0.1903
H -2.2501 1.0648 -1.0104
H -0.4116 1.4186 -0.9882
H -0.1232 0.9918 1.2350
H -2.0550 0.6930 1.4491
H -0.5852 -1.3238 1.5244
H -1.1538 -1.4145 -0.1292
H 1.7515 -1.4075 0.5429
H 2.4056 -0.1678 1.5507
H 2.0475 -0.1040 -1.4443
H 1.4608 -1.5859 -1.6456
H 0.2470 -0.1724 -1.8923

25
Properties=species:S:1:pos:R:3 method="wB97M-V/def2-TZVPD" fmax_ha_per_bohr=0.11826 gap_ha=0.094 lumo_ev=-9.07 total_energy_ha=-764.2604 total_charge=+1 e_homo_ev=-11.61
O -1.0098 0.3207 -3.2804
C -1.6325 0.6795 -2.4035
O -2.4949 1.7419 -2.5075
C -1.6383 0.0163 -1.0576
C -0.3178 0.2485 -0.3173
O 0.8101 -0.2045 -1.0205
B 0.8476 -1.5720 -0.7277
O 0.1933 -1.8376 0.4777
C -0.2437 -0.5811 0.9786
C 0.4534 -0.0158 2.2021
C 1.9343 -0.2534 2.2760
O 2.5974 0.2721 1.1371
H -2.2041 2.4504 -1.7884
H -2.4069 0.4453 -0.4319
H -1.8330 -1.0362 -1.2002
H -0.3069 1.3126 -0.1235
H 2.0010 -1.9830 -0.5112
H 0.5048 -2.1346 -1.7725
H -1.2952 -0.7233 1.2432
H 0.2560 1.0484 2.2205
H -0.0332 -0.4255 3.0727
H 2.3233 0.2627 3.1441
H 2.1582 -1.3006 2.4272
H 3.1672 -0.4171 0.7866
Pd -1.8303 3.6861 -2.8236